Computed, not measured: a cluster of 12 separate species, C83H174F15N7O12 in total, with ωB97M-V with the def2-TZVPD basis set.

ORCA input file:
```
! wB97M-V def2-TZVPD RIJCOSX def2/J DEFGRID3
* xyz 2 1
C -1.274 7.233 -2.430
C 0.007 6.505 -2.960
C 1.170 6.460 -1.946
C 2.476 5.908 -2.625
N 3.824 6.165 -1.896
C 3.909 5.569 -0.501
C 5.451 5.502 -0.239
C 6.032 5.306 -1.616
C 4.916 5.353 -2.593
C 4.119 7.607 -1.816
C 4.189 8.260 -3.190
C 4.222 9.795 -3.150
H -1.117 8.293 -2.228
H -1.591 6.715 -1.581
H -2.077 7.218 -3.138
H 0.389 6.875 -3.952
H -0.281 5.511 -3.123
H 0.874 5.906 -1.097
H 1.306 7.508 -1.701
H 2.537 6.356 -3.586
H 2.257 4.831 -2.779
H 3.287 6.159 0.212
H 3.410 4.624 -0.590
H 5.854 6.327 0.290
H 5.591 4.592 0.422
H 6.658 6.190 -1.758
H 6.557 4.411 -1.770
H 5.116 5.823 -3.546
H 4.384 4.337 -2.734
H 5.065 7.732 -1.339
H 3.400 8.034 -1.148
H 3.413 7.891 -3.904
H 5.119 7.956 -3.690
H 4.680 10.303 -3.973
H 4.756 10.140 -2.218
H 3.215 10.234 -3.116
C 0.320 -10.341 -0.360
C -0.919 -9.556 -0.777
C -0.726 -8.073 -0.448
C -1.993 -7.319 -0.881
N -2.112 -5.849 -0.545
C -2.278 -5.610 0.975
C -3.777 -5.367 1.224
C -4.177 -4.585 -0.073
C -3.393 -5.274 -1.176
C -0.905 -5.105 -1.088
C -0.503 -5.503 -2.448
C 0.547 -4.581 -3.060
H 0.071 -11.394 -0.346
H 0.667 -10.033 0.610
H 1.113 -10.146 -1.048
H -1.859 -9.982 -0.279
H -1.175 -9.682 -1.847
H 0.216 -7.696 -0.900
H -0.533 -8.053 0.668
H -2.893 -7.817 -0.504
H -2.153 -7.290 -1.986
H -1.739 -4.732 0.987
H -1.918 -6.449 1.545
H -3.837 -4.769 2.177
H -4.403 -6.282 1.372
H -3.980 -3.493 -0.055
H -5.219 -4.577 -0.210
H -3.171 -4.608 -2.005
H -3.893 -6.189 -1.603
H -0.203 -5.156 -0.276
H -1.182 -4.037 -1.051
H -1.304 -5.457 -3.227
H -0.027 -6.452 -2.538
H 0.141 -3.543 -3.108
H 0.703 -4.832 -4.086
H 1.469 -4.553 -2.463
C -5.721 3.314 0.378
C -5.099 2.027 0.768
C -6.101 0.889 1.133
C -5.361 -0.381 1.371
N -6.176 -1.462 2.114
C -5.318 -2.719 2.294
C -5.987 -3.478 3.416
C -6.692 -2.413 4.286
C -6.373 -1.078 3.541
C -7.584 -1.807 1.521
C -7.516 -2.377 0.122
C -8.836 -2.855 -0.415
H -6.351 3.188 -0.518
H -4.953 4.005 0.043
H -6.334 3.713 1.206
H -4.567 2.220 1.694
H -4.416 1.655 0.048
H -6.925 0.718 0.394
H -6.579 1.202 2.064
H -4.417 -0.316 1.916
H -5.149 -0.757 0.341
H -5.314 -3.201 1.303
H -4.390 -2.418 2.644
H -6.685 -4.205 2.952
H -5.256 -4.163 3.898
H -7.752 -2.665 4.194
H -6.433 -2.358 5.328
H -7.075 -0.297 3.660
H -5.457 -0.633 3.798
H -8.141 -0.873 1.557
H -8.086 -2.545 2.155
H -6.843 -3.269 0.092
H -7.111 -1.548 -0.485
H -9.442 -1.991 -0.442
H -9.349 -3.661 0.092
H -8.719 -3.098 -1.448
C -2.118 4.148 0.597
C -2.117 2.847 -0.216
C -0.852 2.744 -1.003
C -0.602 1.437 -1.807
N -0.045 0.197 -1.064
C -1.292 -0.488 -0.488
C -0.804 -1.252 0.765
C 0.611 -0.835 1.058
C 0.899 0.412 0.144
C 0.512 -0.771 -2.066
C 1.945 -0.512 -2.502
C 2.288 -1.306 -3.733
H -1.253 4.171 1.306
H -2.979 3.960 1.240
H -2.190 5.007 0.010
H -3.002 2.835 -0.828
H -2.236 2.044 0.485
H 0.018 3.049 -0.417
H -0.942 3.438 -1.845
H 0.207 1.618 -2.476
H -1.448 1.026 -2.426
H -1.731 -1.086 -1.244
H -2.055 0.260 -0.324
H -0.884 -2.371 0.627
H -1.418 -1.160 1.630
H 1.353 -1.618 0.805
H 0.837 -0.474 2.061
H 1.907 0.553 -0.233
H 0.510 1.271 0.725
H -0.220 -0.830 -2.874
H 0.466 -1.731 -1.599
H 2.663 -0.629 -1.672
H 2.049 0.516 -2.818
H 2.646 -2.252 -3.436
H 3.012 -0.789 -4.386
H 1.317 -1.421 -4.312
C 2.321 -2.519 -7.629
C 3.563 -3.463 -7.654
C 4.471 -3.177 -6.471
C 5.178 -1.893 -6.944
N 6.306 -1.285 -6.107
C 6.752 -0.072 -6.757
C 7.591 0.621 -5.651
C 7.147 0.004 -4.297
C 5.851 -0.788 -4.695
C 7.421 -2.288 -5.949
H 1.867 -2.571 -8.602
H 2.554 -1.457 -7.438
H 1.584 -2.865 -6.898
H 4.191 -3.336 -8.538
H 3.269 -4.488 -7.659
H 5.083 -4.046 -6.136
H 3.928 -2.931 -5.573
H 4.479 -1.022 -7.053
H 5.680 -2.041 -7.922
H 7.406 -0.303 -7.620
H 5.898 0.511 -7.108
H 8.657 0.534 -5.750
H 7.369 1.704 -5.576
H 7.882 -0.671 -3.842
H 6.940 0.792 -3.541
H 5.618 -1.593 -4.016
H 4.987 -0.155 -4.937
H 7.176 -3.052 -5.248
H 8.310 -1.818 -5.558
H 7.626 -2.579 -6.999
C -2.232 1.464 6.813
N -1.813 0.199 6.076
C -0.911 -0.599 6.956
C -3.137 -0.524 5.788
C -1.054 0.387 4.833
C -1.553 1.536 3.850
O -2.411 1.113 2.815
H -2.983 2.012 6.312
H -1.312 2.012 6.902
H -2.545 1.128 7.772
H 0.005 -0.025 7.092
H -0.714 -1.548 6.498
H -1.410 -0.929 7.847
H -3.719 0.200 5.245
H -3.445 -0.765 6.808
H -2.811 -1.337 5.087
H -1.023 -0.584 4.325
H -0.046 0.629 5.170
H -0.626 1.798 3.342
H -2.026 2.369 4.444
H -3.281 1.269 3.226
C 5.793 -1.412 5.545
N 4.456 -1.523 4.852
C 3.971 -2.929 4.767
C 3.416 -0.727 5.635
C 4.630 -0.953 3.439
C 3.395 -1.167 2.549
O 3.596 -0.417 1.401
H 5.647 -1.705 6.558
H 5.826 -0.311 5.491
H 6.658 -1.957 5.120
H 3.012 -2.985 4.258
H 3.779 -3.273 5.762
H 4.699 -3.515 4.229
H 2.474 -1.056 5.267
H 3.475 0.328 5.499
H 3.515 -1.015 6.691
H 5.564 -1.441 3.022
H 4.840 0.075 3.555
H 2.440 -0.989 3.096
H 3.209 -2.252 2.259
H 3.759 0.494 1.740
C -1.478 -3.742 3.961
O -1.420 -3.966 5.449
O -2.238 -2.733 3.539
C 0.118 -3.749 3.634
F 0.749 -4.626 4.346
F 0.322 -3.963 2.326
F 0.625 -2.581 4.048
C -2.581 -4.390 6.187
C -2.205 -4.727 7.616
H -1.277 -5.337 7.561
H -2.032 -3.826 8.210
H -3.029 -5.361 8.051
H -3.053 -5.254 5.685
H -3.364 -3.628 6.224
H -1.719 -4.855 3.627
C -5.062 2.697 4.399
O -4.148 3.306 5.397
O -4.799 1.430 4.037
C -6.471 2.776 5.007
F -6.782 3.963 5.435
F -7.520 2.442 4.141
F -6.525 1.888 6.070
C -4.145 4.716 5.428
C -2.845 5.034 6.219
H -2.852 4.542 7.187
H -1.922 4.773 5.730
H -2.841 6.137 6.367
H -5.005 5.084 5.955
H -4.142 5.119 4.438
H -4.963 3.426 3.522
C 3.338 1.627 -6.501
O 4.478 2.250 -7.136
O 3.476 0.427 -6.117
C 2.988 2.562 -5.309
F 3.099 3.932 -5.594
F 1.726 2.399 -4.826
F 3.845 2.428 -4.235
C 4.170 3.162 -8.192
C 4.329 2.421 -9.473
H 3.511 1.810 -9.756
H 4.420 3.123 -10.321
H 5.337 1.877 -9.521
H 4.871 3.995 -8.182
H 3.141 3.503 -8.132
H 2.561 1.655 -7.345
C 3.300 2.855 3.574
O 2.784 2.738 4.956
O 3.421 1.711 2.947
C 2.374 3.918 2.960
F 2.846 4.246 1.715
F 1.091 3.597 2.980
F 2.427 5.075 3.695
C 3.400 3.461 6.011
C 2.496 3.490 7.277
H 1.403 3.538 7.243
H 2.804 2.697 7.973
H 2.849 4.384 7.765
H 3.601 4.482 5.727
H 4.373 3.050 6.268
H 4.319 3.394 3.551
C -3.047 -1.867 -3.127
O -2.274 -0.845 -3.720
O -2.332 -2.622 -2.314
C -4.187 -1.119 -2.470
F -4.777 -1.885 -1.508
F -3.840 -0.049 -1.770
F -5.105 -0.597 -3.385
C -2.469 -0.539 -5.101
C -1.318 -0.977 -5.913
H -1.086 -2.027 -5.819
H -1.457 -0.889 -6.953
H -0.425 -0.387 -5.670
H -2.584 0.512 -5.253
H -3.351 -1.039 -5.492
H -3.501 -2.511 -3.934
*
```

**Frontier orbital gap**: 8.0 eV
**HOMO level**: -10.9 eV
**Electronic energy**: -164635.6076 eV
**Molar mass**: 1747.31 g mol⁻¹